DFT (the ωB97M-V functional and the def2-TZVPD basis) results for a cluster of 5 separate species, C24H51N4O4 in total.

Computed properties:
DFT total energy: -1464.979024 Eh
M: 459.7 g/mol
HOMO-LUMO gap: 0.1726 Eh
E_HOMO: -2.75 eV
energy above the lowest of the compared OMol25 structures with the same formula, charge and spin: 56.0 kcal/mol

ORCA input file:
```
! RIJCOSX wB97M-V def2-TZVPD def2/J DEFGRID3
* xyz -1 1
N -18.576 22.528 -12.244
H -17.799 22.752 -11.639
H -18.704 23.221 -12.968
H -19.387 22.459 -11.646
H -18.372 21.585 -12.543
C -15.438 24.608 -9.110
C -15.997 23.923 -10.261
C -15.454 24.391 -11.728
O -15.763 23.709 -12.699
C -14.628 25.638 -11.701
C -14.185 26.158 -10.546
C -14.515 25.594 -9.203
O -14.017 25.988 -8.061
O -13.426 27.164 -10.685
O -16.866 23.063 -10.186
H -15.732 24.188 -8.160
H -14.476 26.030 -12.696
C -21.396 22.500 -14.987
C -20.325 23.598 -15.232
N -20.018 24.312 -13.983
C -18.930 25.333 -14.224
C -18.538 26.135 -12.948
C -21.196 25.007 -13.375
C -21.844 26.153 -14.231
H -21.018 21.699 -14.351
H -21.691 22.093 -15.954
H -22.313 22.828 -14.498
H -19.421 23.116 -15.605
H -20.625 24.313 -15.998
H -18.095 24.725 -14.574
H -19.160 25.913 -15.119
H -19.327 26.819 -12.636
H -18.228 25.454 -12.155
H -17.614 26.670 -13.168
H -21.016 25.511 -12.425
H -21.933 24.243 -13.128
H -22.204 25.679 -15.143
H -21.094 26.910 -14.461
H -22.659 26.674 -13.728
C -17.750 18.344 -15.356
C -18.500 19.490 -14.610
N -17.737 20.036 -13.405
C -17.473 19.015 -12.332
C -16.720 19.527 -11.122
C -16.464 20.635 -13.826
C -16.557 21.608 -15.061
H -17.489 17.557 -14.649
H -16.867 18.692 -15.892
H -18.442 17.881 -16.059
H -18.804 20.222 -15.359
H -19.373 18.989 -14.191
H -18.458 18.671 -12.014
H -16.941 18.130 -12.678
H -17.057 19.105 -10.175
H -15.658 19.282 -11.136
H -16.849 20.603 -11.004
H -15.718 19.865 -14.025
H -16.056 21.272 -13.041
H -17.199 22.456 -14.822
H -16.856 21.113 -15.986
H -15.560 22.007 -15.245
C -23.356 22.446 -10.006
C -22.154 22.864 -10.919
N -20.833 22.320 -10.578
C -20.895 20.816 -10.374
C -21.170 20.123 -11.754
C -20.305 22.821 -9.291
C -20.079 24.316 -9.307
H -23.299 22.926 -9.029
H -23.543 21.380 -9.882
H -24.269 22.889 -10.404
H -22.408 22.554 -11.933
H -22.133 23.954 -10.935
H -19.891 20.454 -10.150
H -21.557 20.451 -9.589
H -21.223 19.036 -11.690
H -22.120 20.420 -12.196
H -20.433 20.343 -12.526
H -19.276 22.479 -9.175
H -20.796 22.495 -8.375
H -20.990 24.899 -9.170
H -19.703 24.624 -10.283
H -19.349 24.659 -8.573
*
```